# 1
DFT (the ωB97M-V functional and the def2-TZVPD basis) results for a cluster of 2 separate species, C12H17N in total.

Geometry as XYZ:
```
30
Properties=species:S:1:pos:R:3:forces:R:3
H 1.6399 1.7632 -2.4461 -0.07 0.09 -0.26
C 1.2830 -0.8545 -0.6347 1.24 2.65 -2.62
C 1.3944 -0.0168 1.7397 -0.69 -0.10 0.15
H 1.2583 -2.7894 0.2970 -0.02 0.03 0.06
C 1.4210 -2.9272 -1.8259 -0.18 -0.47 0.13
H 1.3252 2.5012 -0.1815 0.23 -0.14 0.59
H 1.5968 -0.3846 -4.0883 -0.03 0.03 -0.01
H 1.4234 -4.0100 -1.7824 -0.02 0.03 0.01
C 1.3131 -2.2208 -0.6233 0.04 -1.19 0.15
C -3.7629 1.7129 1.2831 -0.72 1.54 -0.51
C 1.5063 -2.3058 -3.0649 0.10 1.58 -0.57
C 1.3434 0.2894 0.2675 0.75 -1.43 1.99
H -4.9851 -0.0392 0.6552 -0.05 0.60 -0.24
H -3.9212 2.0878 2.2872 0.50 -0.81 0.72
H -4.5381 2.3414 0.8287 0.02 -0.25 -0.62
H -3.3101 0.0027 0.0771 -0.35 0.19 -0.12
C 1.5102 1.2077 2.6477 -1.87 -1.11 -0.21
N 1.2432 1.1299 -1.7755 1.26 0.22 0.11
H 2.1553 -0.7561 2.0357 0.04 0.18 -0.63
C 1.4340 -0.2374 -1.9364 -1.45 0.48 0.48
H 1.5202 -2.7710 -4.0456 0.12 -0.71 0.46
H 2.3308 1.7995 2.2674 0.17 0.46 0.70
H -2.8337 2.1311 0.8824 0.03 -0.27 0.34
H -3.7232 -0.5237 1.6338 0.33 0.65 0.48
H 1.4452 0.9142 3.7015 1.17 0.09 -0.10
H 0.5345 1.6889 2.5903 0.19 0.86 -0.53
C -3.9683 0.2685 0.9134 0.27 -1.65 -0.06
H 0.4363 -0.5493 1.8503 0.13 0.12 0.75
C 1.3943 1.4506 -0.4114 -1.00 -0.68 -1.36
C 1.5338 -0.9034 -3.1422 -0.14 -1.00 0.72
```
Positions in Å, forces in eV/Å.

Its charge is 0. For the total energy, the calculation gives -14209.0034 eV. The spin multiplicity is 1. For the maximum force, the calculation gives 3.93 eV Å⁻¹. Its gap between HOMO and LUMO is 8.84 eV. The SMILES is CCc1c[nH]c2ccccc12.CC. As for the LUMO energy: 0.88 eV. For the relative energy (zero: lowest compared OMol25 entry of this formula, charge and spin), the calculation gives 128.72 kJ/mol. For the HOMO energy, the calculation gives -7.96 eV.

# 2
DFT (the ωB97M-V functional and the def2-TZVPD basis) results for a cluster of 2 separate species, C4H10O in total.

Geometry as XYZ:
```
15
Properties=species:S:1:pos:R:3:forces:R:3
C 0.2651 0.0398 1.5246 0.03 0.00 0.05
H -1.9992 1.1565 0.4511 0.14 -0.06 -0.07
C -0.0511 0.4228 0.1041 -0.15 0.10 -0.04
H 1.4289 0.4068 -2.7650 -0.14 0.07 0.05
H -0.6142 0.1410 2.1669 0.13 0.00 -0.11
H 1.9953 0.5457 -0.4926 -0.16 -0.03 -0.07
H 1.0652 0.6695 1.9370 -0.12 -0.10 -0.11
C 1.0484 0.1348 -0.8845 0.04 -0.13 0.39
H -1.5176 -2.5379 0.6953 -0.02 0.00 -0.02
H -1.5487 -1.8829 0.3439 -0.01 -0.05 0.01
H 0.6099 -1.0006 1.5831 -0.04 0.14 -0.01
H 1.1790 -0.9605 -0.9397 -0.02 0.16 0.00
C -1.2094 0.9601 -0.2703 0.13 -0.01 0.03
O 0.7389 0.6758 -2.1484 0.17 -0.05 -0.26
H -1.3904 1.2292 -1.3055 0.03 -0.04 0.14
```
Positions in Å, forces in eV/Å.

Its charge is 0. For the total energy, the calculation gives -6355.9891 eV. The spin multiplicity is 1. For the maximum force, the calculation gives 0.42 eV Å⁻¹. Its gap between HOMO and LUMO is 10.21 eV. The SMILES is C=C(C)CO.[H][H]. As for the LUMO energy: 0.90 eV. For the relative energy (zero: lowest compared OMol25 entry of this formula, charge and spin), the calculation gives 175.01 kJ/mol. For the HOMO energy, the calculation gives -9.31 eV.

# 3
DFT (the ωB97M-V functional and the def2-TZVPD basis) results for a structure of composition C27H26Cl2N5O3ReS2Te.

Geometry as XYZ:
```
67
Properties=species:S:1:pos:R:3:forces:R:3
H 7.9139 11.9333 7.7143 -0.19 0.17 0.13
H 15.2122 6.6570 5.4057 0.38 -0.16 -0.01
C 5.6798 9.7369 9.7102 -0.05 -0.64 -1.04
H 8.6116 8.5529 15.2879 0.07 0.20 -0.53
C 9.2061 9.1337 10.5417 -0.02 0.86 -0.06
C 10.9853 14.5820 9.8060 0.59 0.45 0.25
N 9.4205 7.8121 10.4064 0.06 0.46 0.29
H 6.8388 7.9583 9.9472 0.28 0.13 -0.15
H 6.9812 4.6914 14.6473 -0.02 -0.11 0.48
C 14.4958 9.4647 8.9250 -0.36 -0.52 0.40
H 17.0287 10.0602 11.0856 -0.88 0.26 -0.07
H 10.3870 7.5163 10.1916 -0.70 0.41 0.10
H 5.4808 10.7321 10.1596 0.23 -0.57 -0.13
Te 12.6340 11.1075 6.1614 -0.02 -0.07 -0.29
C 10.7011 13.3683 9.1431 -0.38 -0.22 -0.60
H 3.6818 9.5533 8.9236 0.14 -0.58 0.30
S 11.5888 8.0831 8.2058 -0.48 0.27 -0.04
C 13.9252 11.2483 10.2793 -1.33 -0.48 -0.26
C 8.6457 7.8496 13.2058 -0.72 0.36 0.99
H 13.2174 5.1698 5.5122 0.45 0.26 -0.04
C 13.1257 7.8558 7.5579 0.93 -0.61 -0.54
C 15.1057 11.1738 10.9751 0.20 -0.34 -0.61
O 8.4907 5.7641 10.2542 -0.22 0.10 0.12
O 11.6480 12.5254 8.9641 0.15 -0.53 0.15
C 7.4479 5.5975 14.3052 -0.61 -0.79 -1.84
Cl 12.5988 14.8732 10.3801 -0.10 -0.20 -0.05
C 9.3643 13.1866 8.6619 0.33 0.15 0.65
C 6.7188 8.9098 10.4653 -1.19 -0.07 0.77
C 7.7602 6.6521 15.1145 -0.02 -0.15 0.70
C 8.2627 6.8057 12.3664 -0.25 -0.20 0.57
H 6.3189 8.6541 11.4681 0.28 0.14 -0.33
N 14.2661 8.5341 7.8793 -0.57 0.01 -0.21
H 10.2714 16.3750 10.6149 0.19 1.00 0.33
H 3.8956 8.8094 10.5678 0.26 0.04 -1.09
C 15.2983 8.1291 7.0482 0.56 0.62 0.31
C 10.0442 15.5386 10.0154 -0.18 -1.30 -0.10
C 4.3569 8.9388 9.5464 -0.12 1.00 1.24
Re 11.5991 10.5445 8.4259 -0.41 0.48 -0.06
C 8.7494 15.2989 9.5533 -0.83 1.54 0.25
H 7.8445 10.6390 10.6277 0.56 0.03 0.19
C 8.6185 6.7450 10.9385 0.54 -0.91 -0.43
C 8.3476 7.7787 14.5709 0.36 0.13 0.21
H 9.0613 8.7820 12.8610 0.34 -0.10 -0.18
N 13.5892 10.3760 9.2722 -0.09 0.63 0.32
H 15.2298 11.8949 11.7498 0.44 0.25 0.45
Cl 7.5554 16.5520 9.8347 0.16 -0.16 -0.01
H 7.3857 14.1527 8.4777 -0.01 -0.37 -0.01
C 8.3911 14.1990 8.8724 0.24 -0.43 -0.30
C 14.8209 7.1679 6.2592 -0.92 -0.48 -0.16
C 12.6247 5.9726 5.9423 -0.38 -0.21 -0.05
C 7.6466 5.6738 12.9244 0.68 0.52 0.36
H 6.0969 9.8649 8.6892 -0.20 0.36 0.46
H 7.4457 4.8419 12.2741 -0.24 -0.18 -0.07
H 11.9722 5.4394 6.6471 -0.04 0.70 -0.12
O 9.5994 10.9414 7.8219 0.57 0.05 0.51
H 16.2491 8.6486 7.1253 -0.27 -0.39 -0.35
C 8.9434 11.9835 8.0748 0.05 -0.85 -1.09
C 16.0332 10.1878 10.6207 0.07 0.03 0.12
H 13.1287 11.9785 10.5478 0.87 -0.63 -0.37
H 16.4098 8.5187 9.3709 -0.72 0.33 -0.07
H 4.5093 7.9514 9.1079 0.03 0.16 -0.07
H 7.5547 6.5402 16.1814 0.17 0.37 -0.28
H 12.0842 6.4639 5.1261 -0.18 -0.15 0.36
N 7.9655 9.6371 10.5939 0.74 -0.77 -0.27
N 13.4804 6.9493 6.6117 0.61 0.69 0.29
C 15.6777 9.3040 9.6134 1.58 0.06 0.39
S 10.5757 10.2034 10.7120 -0.42 -0.04 0.18
```
Positions in Å, forces in eV/Å.

Its charge is +1. For the total energy, the calculation gives -98148.6369 eV. The spin multiplicity is 4. For the maximum force, the calculation gives 2.09 eV Å⁻¹. Its gap between HOMO and LUMO (spin up / spin down) is 6.40 / 6.28 eV. As for the LUMO energy (spin up / spin down): -2.94 / -3.33 eV. For the relative energy (zero: lowest compared OMol25 entry of this formula, charge and spin), the calculation gives 0.00 kJ/mol. For the HOMO energy (spin up / spin down), the calculation gives -9.34 / -9.61 eV.

# 4
DFT (the ωB97M-V functional and the def2-TZVPD basis) results for a structure of composition C4H8N2.

Geometry as XYZ:
```
14
Properties=species:S:1:pos:R:3:forces:R:3
H -0.7935 1.7325 0.4832 0.00 0.11 -0.10
H 0.2485 -1.4205 0.2581 -2.23 1.03 0.92
H -1.6073 -1.3676 2.0335 0.12 -0.43 -0.25
H 2.8869 0.1268 -0.2370 -0.22 -0.39 0.16
C -0.9748 -0.7725 0.3136 1.47 -2.66 -1.17
H 1.2565 -1.0075 0.0060 2.20 2.54 -1.34
H -2.0435 0.3540 -1.1710 0.11 0.01 -0.11
H -0.4490 -0.3937 -1.7360 -0.09 0.13 -0.04
C -0.2408 0.9641 -0.0349 1.18 1.48 -1.22
C 1.1425 1.0575 -0.0926 -1.63 -0.17 1.80
C -1.0448 0.0079 -0.9192 0.22 -0.31 1.01
H 1.6135 1.8780 0.4452 0.02 0.15 -0.18
N 1.8987 0.0083 -0.4262 -0.99 -2.37 -0.11
N -1.8927 -1.1674 1.0774 -0.14 0.87 0.64
```
Positions in Å, forces in eV/Å.

Its charge is 0. For the total energy, the calculation gives -7253.6181 eV. The spin multiplicity is 1. For the maximum force, the calculation gives 3.61 eV Å⁻¹. Its gap between HOMO and LUMO is 8.82 eV. As for the LUMO energy: 0.86 eV. For the relative energy (zero: lowest compared OMol25 entry of this formula, charge and spin), the calculation gives 410.76 kJ/mol. For the HOMO energy, the calculation gives -7.96 eV.